This record from the Open Molecules 2025 dataset describes C28H45BBrClF4IKNSb as an isolated structure. The level of theory is ωB97M-V/def2-TZVPD.

```
84
C28H45BBrClF4IKNSb ωB97M-V/def2-TZVPD
K -0.65373 -1.14293 -1.09713
F 1.60850 0.19407 -0.64745
B 2.54791 0.22196 -1.71892
F 3.51351 1.21000 -1.45466
F 3.14603 -1.02065 -1.85879
F 1.82738 0.55947 -2.88512
Cl -3.89225 -1.84903 -1.29734
C -3.53618 -0.20774 -0.42713
H -4.15014 -0.28982 0.48403
H -4.10798 0.48440 -1.06178
C -2.52519 5.34189 -0.25691
C -2.42346 3.84452 -0.53842
C -3.21392 3.52889 -1.81145
C -3.06937 3.08024 0.62070
Sb -0.45815 2.86916 -0.85714
C 0.45398 4.14922 -2.43264
C -0.01178 5.59801 -2.50396
C 1.97855 4.12837 -2.34524
C 0.05577 3.42808 -3.72683
C 0.59227 3.30306 1.04733
C 2.10866 3.28748 0.85785
C 0.21960 2.10766 1.92857
C 0.20678 4.59332 1.75413
H -3.58674 5.60309 -0.13749
H -2.12999 5.95582 -1.06573
H -2.01870 5.62887 0.66046
H -4.26475 3.81715 -1.67430
H -3.19268 2.46119 -2.03919
H -2.83107 4.07738 -2.67654
H -4.12883 3.36039 0.69447
H -2.60003 3.32302 1.57703
H -3.01709 1.99783 0.47466
H 0.17347 6.14178 -1.57453
H -1.07473 5.67810 -2.73953
H 0.53863 6.11240 -3.30531
H 2.34482 4.78341 -1.55873
H 2.38607 4.50326 -3.29514
H 2.38671 3.12968 -2.18258
H -1.02722 3.35300 -3.84688
H 0.47344 2.41983 -3.75658
H 0.44950 3.98349 -4.58928
H 2.45600 2.45319 0.25254
H 2.57809 3.20027 1.84646
H 2.47290 4.21297 0.41058
H 0.57572 1.17380 1.49200
H -0.85654 2.01034 2.08860
H 0.69352 2.21718 2.91285
H 0.38545 5.47562 1.13365
H 0.81410 4.69883 2.66400
H -0.83866 4.59790 2.06239
C 2.75747 -6.49286 -1.94079
N 2.92282 -5.06564 -1.78910
C 2.27308 -4.34611 -2.87271
C 2.50975 -4.57749 -0.46253
C 1.08168 -4.89400 -0.05000
C 0.87213 -6.03998 0.72453
C -0.40403 -6.40357 1.13670
C -1.47226 -5.60715 0.74501
C -1.24021 -4.46497 -0.02126
C 0.03349 -4.02825 -0.44873
H 3.20203 -6.80942 -2.88951
H 1.70508 -6.82036 -1.93003
H 3.27330 -7.01557 -1.13032
H 2.72459 -4.65559 -3.82112
H 2.42852 -3.27541 -2.73995
H 1.18954 -4.52332 -2.91602
H 2.64909 -3.49181 -0.47325
H 3.21346 -5.01008 0.26092
H 1.72368 -6.65106 1.02481
H -0.55771 -7.28284 1.75476
H -2.48303 -5.86281 1.05328
H -2.11825 -3.87492 -0.27672
Br -2.18735 -0.77809 5.63746
C -1.05694 -2.13966 4.93808
C -0.32860 -2.88654 5.85566
C 0.50867 -3.89088 5.40305
C 0.61118 -4.14424 4.04166
C -0.11792 -3.39663 3.13276
C -0.96349 -2.37666 3.57305
I -1.99995 -1.29885 2.11242
H -0.42255 -2.67341 6.91176
H 1.07816 -4.47391 6.11661
H 1.25244 -4.93130 3.66634
H -0.03606 -3.60598 2.07361
```

Computed properties:
charge = -2
ΔE to the lowest compared entry with this formula, charge and spin = 0.0 kcal per mole
HOMO-LUMO gap = 5.272 eV

This record from the Open Molecules 2025 dataset describes C28H45BrN2OP2Tc as an isolated structure. The level of theory is ωB97M-V/def2-TZVPD.

```
80
C28H45BrN2OP2Tc ωB97M-V/def2-TZVPD
C -2.45739 -5.55537 5.14386
C -1.24270 -5.11140 4.59866
C -0.06160 -5.79576 4.92053
C -0.14236 -6.91560 5.75629
N -1.31082 -7.32693 6.25207
C -2.44696 -6.68493 5.97016
C -1.20466 -3.97113 3.71516
C -1.15747 -2.99635 2.99100
C -1.13626 -1.83251 2.23331
C -2.08417 -1.66842 1.22046
C -2.07099 -0.51277 0.46876
C -1.05618 0.42901 0.74618
C -0.12830 0.26455 1.76409
C -0.15131 -0.87667 2.51728
Tc -1.06565 1.58904 -0.91980
P -0.62441 0.40772 -2.75754
H 0.89173 -5.45871 4.52049
H -3.38319 -5.03084 4.91925
H 0.76902 -7.47153 6.01111
H -3.38641 -7.05744 6.39742
H 0.58140 -1.04793 3.30301
H -2.79908 -2.47776 1.03030
H 0.62638 1.00908 1.98310
H -2.82225 -0.38910 -0.31692
C -0.09222 1.52378 -4.11744
C 0.80690 0.91675 -5.19556
H 0.41118 2.37200 -3.61963
H -1.01314 1.93257 -4.56918
H 1.02084 1.67666 -5.95394
H 1.76733 0.58844 -4.79055
H 0.33571 0.07456 -5.70991
C 0.74249 -0.76625 -2.37579
C 0.40003 -2.25227 -2.49626
H 1.02017 -0.53093 -1.33123
H 1.61812 -0.51069 -2.99354
H 1.27728 -2.84155 -2.18824
H -0.43624 -2.52752 -1.83580
H 0.15353 -2.53569 -3.53135
C -2.05671 -0.52451 -3.39590
C -2.05081 -0.84821 -4.89209
H -2.93580 0.09213 -3.14218
H -2.14791 -1.44792 -2.80342
H -2.95789 -1.40872 -5.14899
H -2.04875 0.05969 -5.50369
H -1.19799 -1.47127 -5.18642
Br -0.24205 3.21002 0.93677
P 4.09290 1.53411 0.31881
C 3.65588 0.75515 -1.27154
C 4.75289 0.99708 -2.32126
H 2.68897 1.16535 -1.58962
H 3.52596 -0.32213 -1.09261
H 4.62646 0.32028 -3.17518
H 4.72225 2.02668 -2.70280
H 5.74954 0.81907 -1.89309
C 3.18331 3.10022 0.48583
C 3.94839 4.13367 1.32831
H 2.19546 2.88066 0.91772
H 3.00933 3.48496 -0.52979
H 3.46714 5.11316 1.24810
H 3.96387 3.85748 2.38855
H 4.98481 4.23945 0.98371
C 3.56531 0.37784 1.65871
C 4.67983 -0.57209 2.12547
H 2.69207 -0.18046 1.29897
H 3.24202 1.01297 2.49677
H 4.37747 -1.06779 3.05452
H 4.88414 -1.35608 1.38800
H 5.61236 -0.03064 2.32370
C -3.53430 4.03091 1.11704
N -4.24057 3.90404 -0.15546
C -5.50532 4.61810 -0.29936
C -3.89987 3.00694 -1.08511
O -2.77372 2.39517 -1.08238
H -4.00519 4.85102 1.66576
H -2.47602 4.25568 0.95852
H -3.60349 3.10902 1.70837
H -5.58788 5.00420 -1.31443
H -6.35298 3.95500 -0.11069
H -5.51163 5.43956 0.42013
H -4.63985 2.84211 -1.88753
```

Computed properties:
multiplicity = 4
charge = +4
ΔE to the lowest compared entry with this formula, charge and spin = 0.0 kcal per mole
HOMO-LUMO gap (alpha / beta) = 3.739 / 3.493 eV

This record from the Open Molecules 2025 dataset describes a 7-piece molecular cluster, C28H45F12O11P overall. The level of theory is ωB97M-V/def2-TZVPD.

```
97
C28H45F12O11P ωB97M-V/def2-TZVPD
C -2.10467 -4.91512 0.16110
C -1.97749 -4.08543 -1.10580
O -1.14102 -2.94552 -0.87248
P -0.49719 -2.19968 -2.23094
C 0.65571 -1.16889 -1.22850
O 1.87362 -1.88943 -1.04616
C 2.81251 -1.24744 -0.31726
F 3.99991 -1.76923 -0.60265
F 2.84757 0.07460 -0.57072
F 2.60239 -1.38254 1.00520
C -2.21692 -1.56283 -2.68466
O -2.83554 -2.10782 -3.54964
C -2.79993 -0.34722 -1.92515
F -2.84934 0.70636 -2.76989
F -1.93447 -0.03428 -0.91704
C -4.19231 -0.52885 -1.26043
F -4.07642 -1.43821 -0.26743
F -4.50022 0.67145 -0.71026
C -5.36049 -0.96969 -2.19058
F -5.35556 -2.32192 -2.31367
F -5.19880 -0.42194 -3.42810
C -6.74440 -0.58213 -1.62701
O -6.96143 -0.55454 -0.45875
O -7.67528 -0.38386 -2.55002
C 0.14318 -1.41509 -3.89419
F 1.49761 -1.28867 -3.88963
F -0.36320 -0.17659 -4.14527
F -0.17334 -2.19483 -4.95531
H -1.96530 -4.27233 1.02696
H -1.33832 -5.68392 0.20687
H -3.08175 -5.38557 0.22293
H -2.96349 -3.76029 -1.44543
H -1.55287 -4.70479 -1.90403
H -0.00928 -3.42432 -2.72518
H 0.82350 -0.22963 -1.75184
H 0.18779 -0.94650 -0.27143
H -7.28503 -0.33038 -3.43468
C -2.66481 2.47507 1.09520
C -2.57403 3.46391 2.23007
O -1.50901 3.81273 2.68343
C -3.87784 4.00470 2.76471
H -1.66397 2.17050 0.79902
H -3.23210 1.59822 1.40913
H -3.16939 2.93112 0.24202
H -4.49717 3.18735 3.13762
H -4.42449 4.51353 1.96894
H -3.67994 4.70487 3.57264
C 1.24817 -3.68923 2.50927
C 0.90892 -5.15731 2.58191
O 0.61275 -5.76359 1.57932
C 0.95044 -5.81936 3.93618
H 1.15757 -3.36303 1.47866
H 0.56654 -3.10818 3.13377
H 2.26799 -3.51803 2.85753
H 0.24820 -5.32910 4.61217
H 1.95218 -5.73756 4.36094
H 0.68408 -6.86884 3.83862
C 6.67288 3.43834 -2.81368
C 6.40974 1.95989 -2.66983
O 7.24170 1.13649 -2.97576
C 5.06638 1.55531 -2.11621
H 7.67115 3.59362 -3.21548
H 5.93935 3.88554 -3.48651
H 6.59609 3.92601 -1.84034
H 4.26886 1.92650 -2.76228
H 4.93147 1.97501 -1.11801
H 5.01072 0.47201 -2.06227
C 7.94863 0.52790 0.41875
C 8.78462 1.77269 0.57297
O 8.31771 2.80295 1.00060
C 10.22998 1.67216 0.15125
H 6.93206 0.73194 0.74905
H 7.93176 0.22643 -0.63043
H 8.35892 -0.28742 1.01664
H 10.28908 1.39608 -0.90283
H 10.73829 0.90503 0.73756
H 10.72291 2.62914 0.30398
C -4.95220 -1.73591 2.76735
C -5.32382 -3.18383 2.97306
O -4.56769 -4.08008 2.68397
C -6.68996 -3.45537 3.55525
H -3.95315 -1.67228 2.34297
H -5.66315 -1.26272 2.08689
H -4.97461 -1.20533 3.72104
H -7.46156 -3.03962 2.90527
H -6.77816 -2.98664 4.53662
H -6.83862 -4.52785 3.65295
C -0.03917 8.29920 -0.58365
C -0.43494 6.84333 -0.50412
O -0.80104 6.23516 -1.48303
C -0.35566 6.18630 0.85099
H -0.14123 8.65174 -1.60706
H -0.67723 8.89580 0.07019
H 0.99523 8.42300 -0.25945
H -1.00986 6.69778 1.55869
H 0.66551 6.23271 1.23283
H -0.65473 5.14835 0.77200
```

Computed properties:
charge = 0
HOMO-LUMO gap = 9.032 eV
SMILES string = CCO[PH](COC(F)(F)F)(C(=O)C(F)(F)C(F)(F)C(F)(F)C(=O)O)C(F)(F)F.CC(C)=O.CC(C)=O.CC(C)=O.CC(C)=O.CC(C)=O.CC(C)=O